No. 1
The following is a quantum chemistry calculation of a molecular structure, C27H25N3O2S2Ti at a distorted geometry, from OMol25.

Results
Gap between HOMO and LUMO (spin up / spin down), eV: 5.93 / 6.73
HOMO (spin up / spin down), eV: -6.1 / -7.0
⟨S²⟩: 2.036
LUMO level (spin up / spin down), eV: -0.123 / -0.310

ORCA input file:
```
! wB97M-V def2-TZVPD RIJCOSX def2/J DEFGRID3
* xyz 0 3
Ti 1.24 -1.30 0.86
C 3.88 1.68 -1.43
O 4.03 0.30 -1.88
C 3.09 -0.40 -1.19
N 2.21 0.26 -0.50
C 2.69 1.69 -0.41
C 1.69 2.76 -0.68
C 0.53 2.33 -1.33
C -0.61 3.15 -1.27
C -0.56 4.42 -0.71
C 0.64 4.85 -0.20
C 1.74 4.02 -0.14
C 2.90 -1.84 -1.54
C 3.38 -2.42 -2.74
C 2.58 -3.39 -3.34
C 1.32 -3.69 -2.81
C 1.06 -3.20 -1.55
N 1.89 -2.41 -0.83
C -0.32 -2.99 -1.05
N -0.61 -2.02 -0.25
C -2.04 -2.27 0.17
C -2.56 -3.23 -0.96
O -1.33 -3.74 -1.48
C -2.93 -1.11 0.43
C -4.33 -1.26 0.52
C -5.20 -0.18 0.69
C -4.69 1.15 0.64
C -3.28 1.32 0.54
C -2.47 0.20 0.51
H 3.72 2.37 -2.28
H 4.86 1.88 -1.09
H 3.12 1.87 0.60
H 0.58 1.38 -1.84
H -1.53 2.84 -1.71
H -1.44 5.03 -0.65
H 0.71 5.81 0.25
H 2.65 4.34 0.32
H 4.29 -2.02 -3.26
H 2.91 -3.80 -4.30
H 0.62 -4.35 -3.32
H -2.02 -2.92 1.08
H -3.12 -2.59 -1.73
H -3.23 -4.03 -0.63
H -4.81 -2.20 0.28
H -6.27 -0.32 0.83
H -5.35 1.96 0.71
H -2.80 2.28 0.53
H -1.42 0.37 0.38
C -0.94 -0.55 3.74
C 0.28 -1.17 3.02
S 0.38 -2.87 2.62
C 1.34 -0.19 2.70
C 1.09 1.28 2.95
S 2.98 -0.75 2.26
H -1.59 -1.39 4.03
H -1.42 0.09 2.98
H -0.57 0.18 4.48
H 0.87 1.44 4.05
H 0.21 1.52 2.32
H 1.97 1.85 2.58
*
```

The computed natural (NBO) charges, all in e, follow:
1. Ti 1.25
2. C -0.08
3. O -0.47
4. C 0.57
5. N -0.59
6. C -0.12
7. C 0.04
8. C -0.24
9. C -0.19
10. C -0.22
11. C -0.20
12. C -0.23
13. C 0.07
14. C -0.16
15. C -0.26
16. C -0.19
17. C 0.07
18. N -0.59
19. C 0.60
20. N -0.59
21. C -0.10
22. C -0.08
23. O -0.47
24. C -0.03
25. C -0.21
26. C -0.20
27. C -0.20
28. C -0.21
29. C -0.21
30. H 0.19
31. H 0.20
32. H 0.23
33. H 0.23
34. H 0.21
35. H 0.22
36. H 0.21
37. H 0.21
38. H 0.24
39. H 0.22
40. H 0.24
41. H 0.24
42. H 0.18
43. H 0.21
44. H 0.21
45. H 0.22
46. H 0.21
47. H 0.22
48. H 0.21
49. C -0.66
50. C -0.17
51. S -0.17
52. C -0.40
53. C -0.64
54. S -0.18
55. H 0.24
56. H 0.22
57. H 0.22
58. H 0.22
59. H 0.21
60. H 0.23

***

No. 2
The following is a quantum chemistry calculation of a molecular structure, C20H24N4O3Rh at a distorted geometry, from OMol25.

Results
Gap between HOMO and LUMO, eV: 6.23
HOMO, eV: -17.8
Energy above the lowest of the compared OMol25 structures with the same formula, charge and spin, kcal per mole: 9.44
LUMO level, eV: -11.597

ORCA input file:
```
! wB97M-V def2-TZVPD RIJCOSX def2/J DEFGRID3
* xyz 3 1
Rh -0.01 0.39 0.15
C 2.86 0.10 4.58
N 1.54 0.28 3.95
C 0.47 0.69 4.87
C 1.33 0.17 2.67
O 0.20 0.44 2.14
C 2.44 -0.27 1.73
O 1.87 -0.52 0.42
C 1.93 -1.87 -0.06
C 0.51 -2.34 -0.25
O -0.43 -1.50 0.03
N 0.24 -3.54 -0.64
C -1.14 -4.03 -0.77
C 1.32 -4.51 -0.92
H 2.74 -0.51 5.46
H 3.24 1.08 4.88
H 3.57 -0.37 3.91
H 0.39 -0.06 5.66
H -0.47 0.78 4.35
H 0.74 1.64 5.33
H 2.92 -1.17 2.10
H 3.18 0.52 1.62
H 2.44 -2.52 0.65
H 2.50 -1.89 -0.99
H -1.84 -3.32 -0.34
H -1.22 -4.98 -0.26
H -1.37 -4.17 -1.83
H 2.08 -4.08 -1.56
H 0.88 -5.36 -1.45
H 1.77 -4.88 0.00
C 0.19 -0.03 -4.15
C 0.45 -0.19 -2.79
N -0.12 0.57 -1.87
C -0.99 1.53 -2.28
C -1.27 1.80 -3.62
C -0.66 0.97 -4.57
C -2.16 2.89 -3.92
C -2.74 3.61 -2.93
C -2.51 3.27 -1.54
C -3.14 3.90 -0.44
C -2.89 3.44 0.84
C -2.02 2.37 1.04
N -1.39 1.80 0.01
C -1.64 2.23 -1.26
H 0.68 -0.68 -4.86
H 1.17 -0.92 -2.45
H -0.86 1.11 -5.63
H -2.36 3.12 -4.95
H -3.39 4.44 -3.16
H -3.82 4.72 -0.61
H -3.38 3.89 1.69
H -1.82 1.98 2.02
*
```

The computed natural (NBO) charges, all in e, follow:
1. Rh 1.34
2. C -0.42
3. N -0.30
4. C -0.43
5. C 0.65
6. O -0.68
7. C -0.16
8. O -0.50
9. C -0.16
10. C 0.64
11. O -0.55
12. N -0.30
13. C -0.43
14. C -0.43
15. H 0.25
16. H 0.25
17. H 0.22
18. H 0.25
19. H 0.24
20. H 0.24
21. H 0.24
22. H 0.27
23. H 0.25
24. H 0.25
25. H 0.25
26. H 0.25
27. H 0.24
28. H 0.23
29. H 0.27
30. H 0.24
31. C -0.23
32. C 0.11
33. N -0.43
34. C 0.13
35. C -0.05
36. C -0.05
37. C -0.14
38. C -0.14
39. C -0.08
40. C -0.01
41. C -0.24
42. C 0.12
43. N -0.47
44. C 0.23
45. H 0.27
46. H 0.20
47. H 0.27
48. H 0.26
49. H 0.26
50. H 0.27
51. H 0.28
52. H 0.25

***

No. 3
The following is a quantum chemistry calculation of a molecular structure, C27H27BrN4O12P2Pb at a distorted geometry, from OMol25.

Results
Gap between HOMO and LUMO, eV: 7.05
HOMO, eV: -3.1
Energy above the lowest of the compared OMol25 structures with the same formula, charge and spin, kcal per mole: 21.27
LUMO level, eV: 3.914

ORCA input file:
```
! wB97M-V def2-TZVPD RIJCOSX def2/J DEFGRID3
* xyz -2 1
Pb -0.05 0.73 0.72
O -5.82 -2.45 -1.32
C -4.91 -1.93 -0.44
C -4.69 -0.57 -0.34
C -3.70 -0.11 0.52
N -2.95 -0.93 1.26
C -3.24 -2.23 1.24
C -4.20 -2.77 0.39
C -2.51 -3.20 2.21
O -2.92 -4.38 2.18
O -1.64 -2.70 2.94
C -3.53 1.39 0.65
O -4.50 2.09 0.35
O -2.39 1.85 1.04
H -6.19 -1.72 -1.82
H -5.26 0.16 -0.91
H -4.38 -3.84 0.42
C -0.91 -4.46 -1.99
C -0.16 -3.89 -0.82
C 0.46 -4.69 0.13
C 1.13 -4.11 1.19
C 1.13 -2.72 1.27
Br 2.14 -1.88 2.62
N 0.58 -1.94 0.36
C -0.08 -2.52 -0.65
H -0.55 -5.46 -2.24
H -0.80 -3.82 -2.87
H -1.98 -4.53 -1.76
H 0.41 -5.77 0.05
H 1.59 -4.69 1.97
H -0.55 -1.84 -1.35
C -0.96 5.92 2.79
C -0.04 4.76 2.40
O 1.33 5.08 2.67
P -0.42 3.26 3.35
O -1.95 2.93 3.14
O -0.42 3.78 4.89
O 0.52 2.13 3.21
P -0.16 4.43 0.55
O -1.74 4.46 0.27
O 0.53 5.59 -0.06
O 0.39 3.05 0.25
H -0.69 6.28 3.78
H -2.00 5.58 2.79
H -0.85 6.72 2.06
H 1.73 5.26 1.80
H -2.17 2.47 2.28
H 0.02 3.08 5.39
H -2.13 3.55 0.29
C 3.46 0.68 -0.23
N 2.07 0.62 -0.69
C 1.83 0.63 -1.94
C 0.50 0.64 -2.45
C 0.05 0.68 -3.78
C -1.34 0.74 -3.72
C -1.68 0.74 -2.36
N -0.58 0.66 -1.60
C 4.39 -0.34 -0.86
C 4.00 -1.68 -0.98
C 4.86 -2.62 -1.53
C 6.12 -2.24 -1.98
C 6.50 -0.91 -1.88
C 5.64 0.03 -1.32
H 3.44 0.53 0.85
H 3.86 1.68 -0.41
H 2.64 0.64 -2.68
H 0.67 0.68 -4.67
H -2.03 0.80 -4.55
H -2.66 0.78 -1.92
H 3.01 -1.97 -0.66
H 4.54 -3.65 -1.60
H 6.79 -2.98 -2.40
H 7.48 -0.61 -2.24
H 5.95 1.06 -1.25
*
```

The computed Löwdin charges, all in e, follow:
1. Pb 1.45
2. O 0.04
3. C -0.30
4. C 0.02
5. C -0.21
6. N 0.18
7. C -0.17
8. C 0.04
9. C -0.69
10. O -0.08
11. O -0.05
12. C -0.57
13. O 0.04
14. O -0.22
15. H 0.09
16. H 0.12
17. H 0.12
18. C -0.04
19. C -0.24
20. C -0.02
21. C -0.10
22. C -0.77
23. Br 0.76
24. N -0.05
25. C -0.09
26. H 0.07
27. H 0.08
28. H 0.08
29. H 0.12
30. H 0.10
31. H 0.11
32. C -0.09
33. C -0.59
34. O -0.08
35. P 0.44
36. O -0.13
37. O -0.13
38. O -0.37
39. P 0.29
40. O -0.14
41. O -0.32
42. O -0.45
43. H 0.07
44. H 0.08
45. H 0.08
46. H 0.07
47. H -0.03
48. H 0.07
49. H 0.05
50. C -0.17
51. N -0.07
52. C -0.11
53. C -0.35
54. C -0.08
55. C -0.11
56. C -0.16
57. N -0.08
58. C -0.21
59. C -0.03
60. C -0.08
61. C -0.11
62. C -0.11
63. C -0.05
64. H 0.10
65. H 0.12
66. H 0.14
67. H 0.09
68. H 0.07
69. H 0.09
70. H 0.09
71. H 0.10
72. H 0.09
73. H 0.09
74. H 0.11